No. 1
Molecular formula: AuHO2P
Method: DFT, ωB97M-V with the def2-TZVPD basis set

Geometry as XYZ:
```
5
Properties=species:S:1:pos:R:3:lowdin_charge:R:1
P -0.95 0.70 -0.03 1.255
O 0.02 1.91 0.03 -0.329
Au 1.63 0.68 0.02 1.370
O 0.00 -0.54 0.00 -0.430
H -0.69 -2.75 -0.01 0.134
```

Its net charge is +2. The calculation puts the molar mass at 260.95 g mol⁻¹. The total energy comes out at -17061.726 eV. The spin multiplicity is 4. Its LUMO energy (spin up / spin down) is -13.42 / -17.48 eV. As for the expectation value of S²: 3.758. The HOMO-LUMO gap (spin up / spin down) is 4.8097 / 7.1166 eV.


No. 2
Molecular formula: C3H3ClF2
Method: DFT, ωB97M-V with the def2-TZVPD basis set

Geometry as XYZ:
```
9
Properties=species:S:1:pos:R:3:lowdin_charge:R:1
F -1.67 0.45 -0.08 0.040
C -0.70 0.57 0.87 -0.338
C 0.49 1.21 0.48 -0.199
F 0.49 1.48 -0.90 -0.008
C 0.45 -0.34 0.75 -0.506
Cl 0.47 -1.65 -0.48 0.607
H -1.13 0.81 1.84 0.157
H 1.19 1.87 0.99 0.156
H 1.05 -0.76 1.56 0.092
```

Its net charge is 0. The calculation puts the molar mass at 112.51 g mol⁻¹. The total energy comes out at -21114.915 eV. The calculation puts the relative energy (zero: lowest compared OMol25 entry of this formula, charge and spin) at 158.3 kJ/mol. Its SMILES is F[C@@H]1[C@H](F)[C@@H]1Cl. The spin multiplicity is 1. Its LUMO energy is 0.56 eV. The HOMO-LUMO gap is 10.7599 eV.


No. 3
Molecular formula: C26H46Cl2FIN3O2S2
Method: DFT, ωB97M-V with the def2-TZVPD basis set

Geometry as XYZ:
```
83
Properties=species:S:1:pos:R:3:lowdin_charge:R:1
C -1.05 5.42 1.74 -0.189
C -0.88 4.76 0.25 -0.272
C 0.62 4.17 -0.08 -0.657
I 2.17 4.77 1.33 0.894
C 0.54 2.52 -0.34 -0.284
C 0.06 1.69 1.00 -0.085
C 1.36 0.86 1.56 -0.223
C 1.22 0.20 3.05 -0.493
Cl 2.65 0.49 4.26 0.492
C 0.10 -0.59 3.60 -0.567
C -1.24 -0.88 2.72 -0.127
Cl 0.16 -1.27 5.36 0.506
C 2.08 -0.13 0.43 -0.171
C 1.80 -1.73 0.62 -0.130
C 3.19 -2.53 1.11 -0.272
N 3.81 -1.94 2.36 -0.040
C 1.88 0.47 -1.08 -0.327
C 3.34 0.22 -1.85 -0.091
C 3.31 0.61 -3.44 -0.126
F 3.44 -0.61 -4.31 -0.128
C 0.76 -0.17 -2.04 -0.127
C -0.65 -0.66 -1.42 -0.231
C -1.96 0.29 -1.83 -0.457
S -3.53 -0.77 -1.55 0.783
C -4.73 0.30 -0.52 -0.887
S -4.16 1.03 0.95 0.581
N -6.15 0.43 -1.02 -0.182
C -7.04 1.23 -0.09 -0.195
C -8.46 1.49 -0.94 -0.161
O -8.69 0.46 -1.98 -0.205
C -7.68 0.56 -3.05 -0.147
C -6.23 1.08 -2.38 -0.181
N 1.83 2.01 -0.94 0.068
H -0.66 4.76 2.62 0.063
H -2.23 5.52 1.92 0.098
H -0.62 6.51 1.71 0.083
H -1.14 5.56 -0.59 0.131
H -1.64 3.86 0.11 0.111
H 0.93 4.62 -1.14 0.098
H -0.28 2.42 -1.20 0.158
H -0.89 1.06 0.76 0.072
H -0.21 2.51 1.81 0.137
H 2.17 1.73 1.71 0.086
H -1.98 -1.49 3.42 0.099
H -1.80 0.15 2.52 0.053
H -1.10 -1.53 1.76 0.074
H 3.25 -0.02 0.65 0.146
H 1.50 -2.29 -0.39 0.129
H 0.99 -2.02 1.40 0.098
H 2.80 -3.61 1.41 0.122
H 3.95 -2.70 0.23 0.109
H 4.74 -1.50 2.13 0.085
H 3.90 -2.63 3.14 0.080
H 4.21 0.76 -1.27 0.135
H 3.53 -0.96 -1.80 0.151
H 4.30 1.25 -3.67 0.141
H 2.41 1.29 -3.76 0.114
H 1.25 -1.11 -2.60 0.151
H 0.53 0.61 -2.91 0.131
H -0.68 -0.85 -0.26 0.087
H -0.90 -1.72 -1.92 0.127
H -1.96 0.60 -2.96 0.091
H -2.09 1.21 -1.08 0.044
H -6.64 2.30 0.18 0.112
H -7.37 0.64 0.88 0.144
H -9.40 1.54 -0.22 0.144
H -8.44 2.55 -1.49 0.132
H -7.43 -0.54 -3.44 0.147
H -7.94 1.31 -3.90 0.133
H -6.17 2.27 -2.33 0.140
H -5.40 0.75 -3.14 0.112
H 2.70 2.31 -0.41 0.147
H 1.92 2.47 -1.89 0.183
C 5.49 -6.46 2.40 -0.019
C 5.57 -5.74 1.08 -0.473
O 4.70 -4.94 0.75 0.020
C 6.75 -6.03 0.20 -0.022
H 4.59 -6.16 2.93 0.084
H 5.45 -7.54 2.23 0.091
H 6.36 -6.21 3.01 0.090
H 6.76 -7.09 -0.07 0.090
H 7.68 -5.76 0.71 0.089
H 6.67 -5.43 -0.72 0.085
```

Its net charge is +1. The calculation puts the molar mass at 713.62 g mol⁻¹. The total energy comes out at -93788.824 eV. The spin multiplicity is 1. Its LUMO energy is -2.84 eV. The HOMO-LUMO gap is 8.0788 eV.


No. 4
Molecular formula: C6H13NO
Method: DFT, ωB97M-V with the def2-TZVPD basis set

Geometry as XYZ:
```
21
Properties=species:S:1:pos:R:3:lowdin_charge:R:1
C -0.72 -3.15 -0.19 -0.187
N -1.35 -2.02 -0.74 -0.102
C -1.29 -0.74 -0.13 -0.391
C -2.33 0.01 -0.34 -0.014
C 2.06 0.37 1.65 -0.212
C 1.03 0.10 0.62 -0.200
C -0.11 -0.62 0.78 -0.089
H -1.08 -3.15 0.88 0.089
H 0.26 -3.43 -0.19 0.019
H -1.35 -4.11 -0.56 0.111
H -1.26 -1.91 -1.75 0.118
H -2.37 1.03 0.07 0.047
H -3.16 -0.17 -0.96 0.037
H 2.05 -0.18 2.61 0.069
H 3.01 0.18 1.16 0.052
H 2.01 1.36 2.03 0.029
H 1.13 0.72 -0.29 0.077
H -0.25 -1.05 1.70 0.072
H 1.75 5.15 -1.69 -0.082
H 0.60 6.02 -2.17 -0.053
O 1.40 5.59 -2.48 -0.390
```

Its net charge is -1. The calculation puts the molar mass at 115.18 g mol⁻¹. The total energy comes out at -9966.554 eV. The calculation puts the relative energy (zero: lowest compared OMol25 entry of this formula, charge and spin) at 287.0 kJ/mol. The spin multiplicity is 2. Its LUMO energy (spin up / spin down) is 3.38 / 3.27 eV. As for the expectation value of S²: 0.750. The HOMO-LUMO gap (spin up / spin down) is 2.1887 / 8.8396 eV.


No. 5
Molecular formula: C7H28N14O7
Method: DFT, ωB97M-V with the def2-TZVPD basis set

Geometry as XYZ:
```
56
Properties=species:S:1:pos:R:3:lowdin_charge:R:1
N -1.07 -0.97 0.43 0.165
C -0.25 -0.31 1.22 -0.650
N -0.59 0.99 1.08 0.178
O 0.64 -0.78 1.91 0.009
H -1.85 -0.60 -0.09 0.058
H -0.99 -1.98 0.39 0.048
H -0.30 1.79 1.62 0.111
H -1.11 1.23 0.24 0.071
N 3.05 2.41 0.16 0.178
C 2.69 3.52 -0.44 -0.841
N 3.33 3.58 -1.62 0.149
O 1.96 4.25 0.01 0.122
H 3.75 1.79 -0.23 0.113
H 2.57 2.32 1.04 0.112
H 3.95 2.82 -1.87 0.095
H 3.58 4.52 -1.89 0.108
N 3.52 -1.51 2.58 0.168
C 3.83 -0.32 3.05 -0.857
N 2.80 0.28 3.42 0.179
O 4.96 0.05 3.24 0.030
H 2.56 -1.81 2.48 0.063
H 4.27 -2.18 2.44 0.110
H 1.95 -0.28 3.39 0.092
H 3.06 1.03 4.03 0.136
N -0.36 4.79 -1.91 0.163
C -1.57 4.44 -1.48 -0.786
N -2.51 5.11 -2.12 0.151
O -1.76 3.71 -0.57 0.071
H 0.49 4.63 -1.38 0.064
H -0.19 5.51 -2.60 0.099
H -3.43 5.18 -1.71 0.116
H -2.27 5.78 -2.84 0.101
N 0.63 -3.46 2.24 0.169
C 0.67 -3.83 3.45 -0.795
N 1.19 -5.02 3.57 0.154
O 0.46 -3.04 4.39 0.003
H 0.35 -2.53 1.99 0.056
H 1.04 -3.99 1.49 0.120
H 1.76 -5.32 2.79 0.108
H 1.35 -5.09 4.56 0.118
N -4.70 0.05 -2.57 0.166
C -3.47 0.15 -2.02 -0.763
N -2.47 0.13 -2.81 0.179
O -3.30 0.33 -0.85 0.053
H -5.49 0.03 -1.94 0.115
H -4.77 -0.55 -3.38 0.094
H -2.68 -0.26 -3.72 0.111
H -1.50 0.30 -2.56 0.130
N -2.20 -4.33 -2.31 0.185
C -1.55 -3.52 -1.59 -0.763
N -1.09 -2.49 -2.25 0.165
O -1.47 -3.49 -0.37 0.023
H -2.54 -3.99 -3.19 0.113
H -2.94 -4.89 -1.91 0.133
H -0.64 -1.72 -1.78 0.096
H -1.34 -2.44 -3.23 0.102
```

Its net charge is 0. The calculation puts the molar mass at 420.39 g mol⁻¹. The total energy comes out at -42910.426 eV. The calculation puts the relative energy (zero: lowest compared OMol25 entry of this formula, charge and spin) at 461.1 kJ/mol. Its SMILES is NC(N)=O.NC(N)=O.NC(N)=O.NC(N)=O.NC(N)=O.NC(N)=O.NC(N)=O. The spin multiplicity is 1. Its LUMO energy is -0.42 eV. The HOMO-LUMO gap is 8.3952 eV.


No. 6
Molecular formula: C23H68O23S6
Method: DFT, ωB97M-V with the def2-TZVPD basis set

Geometry as XYZ:
```
120
Properties=species:S:1:pos:R:3:lowdin_charge:R:1
C 4.07 5.57 -1.79 -0.050
C 3.73 4.10 -1.55 -0.277
O 4.74 3.53 -0.72 -0.242
S 4.94 1.95 -0.74 0.581
C 3.41 1.38 -0.08 -0.125
O 5.06 1.52 -2.10 -0.280
O 5.98 1.72 0.20 -0.247
H 5.14 5.70 -1.62 0.085
H 3.52 6.21 -1.10 0.076
H 3.81 5.89 -2.80 0.076
H 2.74 3.94 -1.12 0.101
H 3.67 3.60 -2.52 0.108
H 2.62 1.71 -0.75 0.038
H 3.30 1.80 0.92 0.072
H 3.48 0.30 0.00 0.041
C 1.49 -3.77 -3.07 -0.064
C 2.16 -4.02 -1.77 -0.253
O 3.31 -3.15 -1.65 -0.243
S 3.72 -2.56 -0.24 0.550
C 4.14 -3.99 0.68 -0.094
O 4.87 -1.77 -0.44 -0.223
O 2.56 -1.98 0.35 -0.294
H 2.24 -3.75 -3.87 0.096
H 1.01 -2.79 -3.13 0.054
H 0.78 -4.56 -3.30 0.091
H 1.49 -3.94 -0.91 0.113
H 2.58 -5.03 -1.76 0.127
H 3.31 -4.69 0.60 0.071
H 4.32 -3.63 1.69 0.080
H 5.05 -4.42 0.25 0.085
C -7.06 -2.07 3.61 -0.064
C -5.63 -2.52 3.35 -0.261
O -4.76 -1.38 3.17 -0.262
S -4.50 -0.84 1.69 0.567
C -3.05 -1.77 1.32 -0.107
O -5.57 -1.21 0.83 -0.251
O -4.10 0.51 1.87 -0.280
H -7.10 -1.35 4.42 0.080
H -7.71 -2.93 3.80 0.081
H -7.42 -1.56 2.71 0.073
H -5.23 -3.05 4.22 0.122
H -5.62 -3.18 2.48 0.115
H -2.71 -1.45 0.34 0.050
H -3.31 -2.83 1.31 0.073
H -2.34 -1.52 2.10 0.065
C -1.18 -0.77 -4.19 -0.049
C -1.40 0.27 -5.25 -0.266
O -0.97 -0.22 -6.54 -0.244
S -0.80 0.85 -7.69 0.548
C 0.85 1.44 -7.38 -0.108
O -0.80 0.12 -8.91 -0.256
O -1.71 1.91 -7.47 -0.263
H -0.11 -0.92 -4.01 0.060
H -1.56 -1.75 -4.48 0.084
H -1.64 -0.41 -3.27 0.072
H -2.48 0.44 -5.33 0.128
H -1.01 1.25 -4.98 0.110
H 0.93 2.36 -7.96 0.075
H 1.56 0.69 -7.72 0.073
H 0.90 1.67 -6.32 0.052
C 0.12 3.40 2.65 -0.047
C -0.63 2.21 3.20 -0.262
O -1.20 2.59 4.47 -0.243
S -2.13 1.47 5.13 0.566
C -3.69 2.00 4.51 -0.112
O -1.76 0.21 4.57 -0.288
O -2.09 1.64 6.54 -0.263
H -0.58 4.21 2.43 0.084
H 0.50 3.11 1.66 0.060
H 0.95 3.69 3.28 0.089
H -1.38 1.82 2.51 0.111
H 0.10 1.42 3.40 0.086
H -4.00 2.84 5.12 0.078
H -4.36 1.15 4.54 0.067
H -3.56 2.27 3.47 0.053
C 1.50 -0.40 7.31 -0.051
C 1.74 -1.21 6.06 -0.251
O 1.74 -0.29 4.95 -0.250
S 2.27 -0.76 3.55 0.534
C 0.94 -1.77 3.07 -0.112
O 2.35 0.39 2.73 -0.255
O 3.40 -1.60 3.72 -0.267
H 0.53 0.08 7.32 0.077
H 2.30 0.33 7.43 0.087
H 1.63 -1.06 8.17 0.084
H 2.68 -1.76 6.09 0.117
H 0.94 -1.95 5.91 0.117
H 0.85 -2.60 3.76 0.077
H 1.11 -2.12 2.05 0.035
H 0.02 -1.19 3.10 0.064
C -0.32 3.41 -1.26 -0.146
O -0.65 2.70 -2.44 -0.118
H 0.41 2.83 -0.69 0.055
H 0.14 4.39 -1.43 0.083
H -1.17 3.51 -0.58 0.068
H 0.12 2.18 -2.69 0.037
C -3.66 2.06 -0.68 -0.145
O -3.05 0.97 -1.40 -0.142
H -3.01 2.40 0.12 0.059
H -3.86 2.86 -1.40 0.087
H -4.61 1.71 -0.29 0.067
H -2.25 1.34 -1.79 0.023
C -1.85 -3.61 -1.56 -0.174
O -2.23 -4.72 -2.34 -0.100
H -0.80 -3.31 -1.70 0.043
H -2.45 -2.72 -1.73 0.084
H -2.00 -3.84 -0.51 0.072
H -2.34 -4.45 -3.26 0.075
C 2.64 -0.11 -3.11 -0.106
O 1.92 1.14 -3.05 -0.149
H 3.60 0.06 -2.64 0.054
H 2.08 -0.85 -2.53 0.055
H 2.71 -0.50 -4.12 0.095
H 2.29 1.69 -3.75 0.082
C -0.02 0.04 -0.28 -0.122
O -0.29 -1.31 0.03 -0.129
H 0.91 0.41 0.18 0.069
H 0.13 0.17 -1.36 0.065
H -0.86 0.63 0.08 0.076
H 0.52 -1.83 0.09 0.028
```

Its net charge is 0. The calculation puts the molar mass at 905.18 g mol⁻¹. The total energy comes out at -137053.964 eV. The calculation puts the relative energy (zero: lowest compared OMol25 entry of this formula, charge and spin) at 0.0 kJ/mol. Its SMILES is CCOS(C)(=O)=O.CCOS(C)(=O)=O.CCOS(C)(=O)=O.CCOS(C)(=O)=O.CCOS(C)(=O)=O.CCOS(C)(=O)=O.CO.CO.CO.CO.CO. The spin multiplicity is 1. Its LUMO energy is 0.05 eV. The HOMO-LUMO gap is 10.3241 eV.


The highest net charge belongs to which entry?
AuHO2P


Number 5 is which compound?
C7H28N14O7


Look up the net charge of the second one.
0


Among the records above, which one has the highest net charge?
AuHO2P